Formula: C36H38AsCaFN2O2S
Source: the OMol25 dataset
Level of theory: wB97M-V/def2-TZVPD

Atoms and positions in Å:
Ca 0.223 -0.041 -1.269
C -3.811 2.570 0.146
C -4.343 1.603 -0.914
C -4.732 0.276 -0.247
C -3.341 1.407 -2.052
C -3.378 0.263 -2.850
C -2.509 0.094 -3.918
C -1.584 1.078 -4.257
C -0.676 0.921 -5.452
C -1.541 2.222 -3.470
C -2.387 2.376 -2.372
H -4.483 2.597 1.008
H -3.714 3.594 -0.225
H -2.826 2.244 0.497
H -5.247 2.041 -1.347
H -3.829 -0.273 0.045
H -5.319 -0.368 -0.907
H -5.342 0.471 0.640
H -4.083 -0.526 -2.628
H -2.551 -0.821 -4.500
H -1.190 1.203 -6.375
H -0.338 -0.111 -5.561
H 0.208 1.554 -5.356
H -0.845 3.010 -3.728
H -2.319 3.284 -1.787
O 2.282 -0.980 -1.176
N 2.430 -2.270 -1.508
C 3.458 -2.935 -0.914
C 3.684 -4.257 -1.123
C 2.810 -4.944 -1.979
C 1.783 -4.272 -2.578
C 1.552 -2.882 -2.380
S 0.288 -2.003 -3.176
H 4.056 -2.304 -0.274
H 4.519 -4.735 -0.632
H 2.946 -6.003 -2.166
H 1.091 -4.776 -3.240
O 0.506 1.194 0.571
As 0.103 0.273 1.950
C -0.206 -1.605 1.846
C -1.466 -2.167 2.032
C -1.634 -3.532 1.863
C -0.561 -4.327 1.474
C 0.684 -3.763 1.251
C 0.870 -2.398 1.442
C -1.199 1.205 2.952
C -1.250 2.581 2.744
C -2.126 3.350 3.497
C -2.943 2.749 4.447
C -2.876 1.377 4.661
C -1.997 0.602 3.917
C 1.679 0.401 3.063
C 2.206 -0.663 3.790
C 3.404 -0.513 4.486
C 4.076 0.700 4.457
C 3.546 1.772 3.744
C 2.357 1.625 3.046
H -2.325 -1.549 2.239
H -2.615 -3.973 1.997
H -0.709 -5.388 1.316
H 1.514 -4.376 0.923
H 1.840 -1.960 1.251
H -0.635 3.036 1.981
H -2.178 4.419 3.332
H -3.634 3.351 5.024
H -3.504 0.909 5.408
H -1.928 -0.457 4.116
H 1.686 -1.608 3.837
H 3.809 -1.348 5.046
H 5.014 0.812 4.987
H 4.067 2.722 3.726
H 1.965 2.455 2.475
C 4.670 1.311 -3.362
C 3.850 2.403 -2.670
C 2.419 2.016 -2.596
N 1.340 1.644 -2.509
H 5.721 1.594 -3.371
H 4.337 1.168 -4.389
H 4.562 0.364 -2.834
H 3.913 3.352 -3.195
H 4.192 2.564 -1.650
F -1.480 -0.629 -0.290

- Energy: -5066.1405 Eh
- Spin multiplicity: 1
- HOMO-LUMO gap: 7.777 eV
- Energy above the lowest of the compared OMol25 structures with the same formula, charge and spin: 16.3 kcal/mol
- Highest occupied orbital energy: -0.2677 Eh
- Total charge: 0
- M: 696.8 g/mol